Formula: C6H12N2
Source: OMol25
Level of theory: ωB97M-V/def2-TZVPD

## Properties
Calculated total energy: -345.248674 Ha
LUMO: 0.87 eV
Kohn-Sham gap: 9.117 eV
M: 112.2 g/mol
SMILES: Cc1c[nH]cn1.CC

The geometry in XYZ format:
```
20
C6H12N2 ωB97M-V/def2-TZVPD
C 2.954 0.906 0.987
C -0.250 -0.465 1.751
C 1.573 0.688 1.312
C 0.448 1.601 1.432
N 1.058 -0.579 1.567
N -0.649 0.871 1.791
H -0.895 -1.323 2.112
H -1.355 1.240 2.464
H 0.577 2.623 1.425
H 3.044 1.536 -0.012
H 3.655 0.093 0.700
H 3.406 1.703 1.612
C -2.008 -0.736 -2.772
C -1.511 -1.441 -1.528
H -3.044 -0.795 -2.756
H -1.525 0.291 -2.700
H -1.542 -0.934 -3.818
H -0.509 -1.985 -1.748
H -2.263 -2.315 -1.223
H -1.165 -0.979 -0.598
```